13
Properties=species:S:1:pos:R:3:mulliken_charge:R:1 method="wB97M-V/def2-TZVPD" smiles="CC1(C#N)OC=CO1" homo_energy_ev=-9.01 de_lowest_ev=2.609 charge=0 multiplicity=1 gap_ev=9.910
C 0.92 1.33 -0.83 -1.29
C 0.12 0.34 0.04 1.37
C -0.28 1.09 1.25 -0.15
N -0.40 1.68 2.21 -0.39
O -1.03 -0.10 -0.64 -0.41
C -1.22 -1.46 -0.33 -0.14
C -0.19 -1.82 0.49 -0.37
O 0.85 -0.89 0.34 -0.39
H 1.45 0.68 -1.51 0.34
H 0.23 2.02 -1.38 0.32
H 1.67 1.77 -0.13 0.35
H -2.11 -1.93 -0.65 0.42
H -0.01 -2.70 1.12 0.33